Below is C19H20N4O2Pb as an isolated structure in a non-equilibrium geometry, with properties calculated with ωB97M-V/def2-TZVPD.

lowest unoccupied orbital energy (alpha / beta)	-0.600 / -0.686	hartree
total charge	+4
Kohn-Sham gap (alpha / beta)	0.2445 / 0.1532	Ha
M	543.595	u
ΔE to the lowest compared entry with this formula, charge and spin	0.0	kcal per mole
electronic energy	-1296.5698	a.u.

```
46
C19H20N4O2Pb, DFT ωB97M-V/def2-TZVPD
N -2.77 -0.33 -0.20
C -3.84 -0.67 0.09
C -5.18 -1.05 0.47
H -5.17 -2.04 0.94
H -5.82 -1.08 -0.42
H -5.58 -0.31 1.18
N 0.72 2.61 -2.11
C 0.97 3.60 -2.66
C 1.28 4.83 -3.32
H 0.63 4.96 -4.20
H 2.32 4.83 -3.65
H 1.12 5.67 -2.64
N 2.42 -1.37 0.28
C 3.21 -2.07 0.75
C 4.22 -2.92 1.35
H 4.94 -2.30 1.89
H 4.73 -3.49 0.57
H 3.74 -3.62 2.05
Pb 0.06 -0.16 -1.02
C 1.76 1.66 0.59
O 2.37 2.35 1.26
C -1.07 2.22 0.33
O -1.48 3.12 0.91
C -1.34 -0.91 -3.01
C -0.92 -2.07 -2.33
C 0.47 -2.34 -2.20
C 1.41 -1.46 -2.76
C 0.98 -0.30 -3.43
C -0.40 -0.03 -3.56
H -2.41 -0.67 -3.09
H -1.65 -2.73 -1.86
H 0.80 -3.21 -1.63
H 2.48 -1.63 -2.63
H 1.71 0.41 -3.83
H -0.73 0.89 -4.06
C -0.51 -0.22 5.00
C -1.59 0.13 4.18
C -1.37 0.36 2.82
N -0.15 0.29 2.29
C 0.88 -0.09 3.03
C 0.75 -0.34 4.40
H -0.65 -0.41 6.07
H -2.61 0.23 4.56
H -2.19 0.56 2.13
H 1.82 -0.25 2.51
H 1.64 -0.62 4.96
```